(1)
This record from the Open Molecules 2025 dataset describes a molecular structure, C3H6N2O2S in a non-equilibrium geometry. The level of theory is ωB97M-V/def2-TZVPD.

Geometry as XYZ:
```
14
Properties=species:S:1:pos:R:3:forces:R:3:mulliken_charge:R:1
C 2.4112 -0.8735 0.3914 1.242 -3.291 3.788 -0.52
C -0.1151 0.8212 -0.3770 -0.762 2.891 -0.137 0.44
C -3.3523 -0.0662 0.0596 0.481 4.637 -1.037 -0.07
H 2.1561 -2.2742 0.2575 0.990 4.595 0.158 0.20
H 3.6735 -0.6777 0.5953 -3.843 -0.807 -0.300 0.24
H 1.6861 -0.5619 1.4410 2.430 -0.816 -3.420 0.27
H 1.8418 2.0049 -0.3904 -1.563 -3.708 -0.231 0.28
H -3.1573 1.1766 -0.1742 -0.752 -3.454 0.899 0.15
H -4.4318 -0.3130 0.3814 1.990 -0.295 -0.448 0.27
N 1.3507 0.9736 -0.3923 -2.318 2.161 -0.026 -0.17
N -2.4107 -0.8711 -0.1424 0.379 -1.637 -0.234 -0.39
O 2.0536 -0.1807 -0.7620 -0.849 0.962 0.257 -0.23
O -0.9246 1.7755 -0.1685 3.579 -3.555 -0.608 -0.55
S -0.7811 -0.9335 -0.7195 -1.003 2.315 1.340 0.09
```
Forces are in eV/Å.

Calculated values
Orbital gap: 9.54 eV
Highest occupied orbital energy: -8.98 eV
E_LUMO: 0.020 hartree
Charge: 0
ΔE to the lowest compared entry with this formula, charge and spin: 183.2 kcal per mole

***

(2)
This record from the Open Molecules 2025 dataset describes 9 unconnected molecules or ions with the total composition C26H61FN8O9P in a non-equilibrium geometry. The level of theory is ωB97M-V/def2-TZVPD.

Geometry as XYZ:
```
106
Properties=species:S:1:pos:R:3:forces:R:3:mulliken_charge:R:1
O -0.1634 -3.5028 0.5329 -0.182 1.313 -0.704 -0.47
C -0.2472 -2.4147 0.0388 -0.035 -1.795 1.721 0.39
F 0.5997 -1.9913 -0.8712 0.280 0.338 -0.408 -0.16
C -1.3168 -1.4179 0.3878 -0.051 -0.079 -1.017 0.61
P -2.9189 -2.0438 -0.1925 0.093 0.045 0.363 0.12
H -1.0559 -0.4692 -0.0572 -0.366 0.446 -0.063 0.00
H -1.4071 -1.2824 1.4548 0.238 0.027 0.416 -0.02
H -3.5448 -1.2104 -1.1209 -0.057 0.022 0.115 0.14
H -3.7205 -2.2165 0.9353 -0.224 0.134 -0.175 0.20
H -2.8319 -3.3125 -0.7695 0.099 0.065 -0.051 0.19
C 2.1362 1.4223 2.5741 -0.344 -0.354 0.050 -1.55
C 0.7088 1.1211 2.2225 0.039 0.216 -0.067 1.02
O 0.2679 -0.0440 2.1636 -0.062 -0.120 0.005 -0.74
N -0.1002 2.1489 1.9470 0.077 -0.219 0.276 0.22
C 0.1998 3.5699 1.9374 -0.298 0.056 0.091 -0.97
H 2.6636 0.4923 2.7592 -0.013 -0.035 -0.009 0.42
H 2.6279 1.9407 1.7592 0.116 0.159 0.058 0.15
H 2.1861 2.0366 3.4720 0.094 0.124 -0.067 0.35
H -1.0398 1.8768 1.6973 -0.107 0.152 -0.071 0.17
H -0.4619 4.0778 2.6406 0.108 0.045 0.041 0.34
H 0.0139 3.9494 0.9399 0.066 0.130 -0.072 0.27
H 1.2303 3.7653 2.2132 0.034 -0.114 0.035 0.36
C 1.2144 3.5207 -2.8737 0.113 0.107 0.051 -1.42
C 0.7004 2.5796 -1.8223 -0.060 0.071 -0.001 1.03
O -0.1049 2.9211 -0.9637 -0.061 -0.207 -0.215 -0.69
N 1.1695 1.3029 -1.8485 0.025 0.118 -0.153 0.36
C 2.1116 0.7131 -2.7843 -0.170 -0.181 0.339 -1.13
H 0.7546 4.4929 -2.7318 -0.058 -0.010 0.060 0.34
H 2.2984 3.6304 -2.7967 -0.004 -0.034 -0.046 0.30
H 0.9474 3.1477 -3.8596 0.059 0.032 -0.049 0.36
H 0.8029 0.7235 -1.1122 0.093 -0.037 0.085 -0.17
H 1.6452 -0.1286 -3.2989 0.078 0.021 -0.111 0.28
H 2.9876 0.3479 -2.2450 0.062 0.006 -0.100 0.32
H 2.4286 1.4397 -3.5225 -0.039 0.041 -0.016 0.45
C 5.0637 2.9304 -0.3600 -0.061 -0.023 0.042 -0.96
C 5.5854 2.5265 1.0004 0.021 0.002 0.135 0.70
O 4.8403 2.3726 1.9592 0.080 0.055 -0.152 -0.65
N 6.9198 2.3389 1.1264 -0.075 0.029 -0.203 -0.19
C 7.9506 2.4749 0.1106 0.034 -0.096 0.392 -0.86
H 3.9846 3.0425 -0.3007 -0.010 -0.007 0.072 -0.03
H 5.4962 3.8815 -0.6703 0.033 -0.036 -0.093 0.42
H 5.2973 2.1665 -1.1027 0.061 0.073 -0.065 0.40
H 7.2007 2.0730 2.0566 0.043 0.003 0.030 0.25
H 8.4747 1.5264 -0.0114 0.031 0.030 -0.112 0.29
H 8.6721 3.2323 0.4182 0.030 0.022 -0.116 0.29
H 7.5237 2.7647 -0.8425 -0.043 0.011 -0.010 0.33
C -1.6632 0.4126 -5.9834 0.057 0.085 -0.057 -1.26
C -1.7639 1.5212 -4.9652 0.074 0.078 -0.063 0.78
O -0.8856 2.3592 -4.8166 -0.002 -0.123 -0.058 -0.68
N -2.8864 1.5697 -4.2037 0.022 -0.235 0.042 -0.07
C -4.0260 0.6736 -4.2459 0.094 0.378 0.173 -0.67
H -0.7193 0.5100 -6.5103 0.046 0.053 0.050 0.31
H -1.6924 -0.5626 -5.4949 -0.079 -0.041 -0.063 0.37
H -2.4820 0.4796 -6.7030 -0.065 -0.112 0.062 0.30
H -2.8986 2.3365 -3.5491 -0.023 0.047 -0.008 0.20
H -4.9251 1.2378 -4.4899 -0.105 -0.166 -0.046 0.30
H -4.1653 0.2062 -3.2653 -0.081 -0.075 -0.025 0.03
H -3.8885 -0.0969 -4.9949 -0.033 0.035 -0.073 0.37
C -4.7208 -0.1116 4.4288 -0.040 0.090 -0.110 -1.52
C -3.5408 0.3773 3.6252 0.368 -0.012 0.167 0.98
O -3.6723 1.1016 2.6443 0.000 -0.162 -0.303 -0.64
N -2.3014 -0.0157 4.0206 -0.442 -0.109 -0.058 0.08
C -1.9420 -0.8663 5.1458 0.280 0.226 -0.334 -1.01
H -5.6294 0.2878 3.9902 0.014 0.050 -0.046 0.34
H -4.7734 -1.2012 4.4147 0.014 -0.005 0.137 0.36
H -4.6510 0.2325 5.4602 -0.002 -0.107 0.045 0.40
H -1.5510 0.3464 3.4473 0.132 -0.092 0.047 -0.04
H -1.2862 -0.3134 5.8183 -0.048 -0.094 0.134 0.31
H -1.4013 -1.7386 4.7752 -0.007 -0.069 0.145 0.27
H -2.8185 -1.1949 5.6918 -0.043 0.030 0.002 0.41
C -6.7068 2.3480 -7.6537 0.016 -0.067 0.040 -1.44
C -5.2620 1.9754 -7.8797 0.065 -0.014 -0.053 0.81
O -4.8022 0.9055 -7.4991 0.048 -0.015 0.149 -0.63
N -4.4789 2.8714 -8.5260 -0.203 0.024 0.082 -0.13
C -4.8451 4.1785 -9.0463 0.354 -0.177 -0.019 -0.87
H -7.1974 1.5341 -7.1301 0.048 -0.058 -0.001 0.30
H -6.7799 3.2512 -7.0472 -0.058 0.058 -0.082 0.38
H -7.2149 2.5083 -8.6044 -0.034 0.098 0.026 0.45
H -3.5282 2.5618 -8.6467 0.046 0.021 -0.045 0.22
H -4.6690 4.2084 -10.1220 -0.084 0.083 -0.012 0.30
H -4.2332 4.9471 -8.5730 -0.084 0.079 -0.020 0.29
H -5.8895 4.3952 -8.8561 -0.032 -0.029 0.020 0.33
C 3.4622 -7.6133 1.1902 0.000 -0.014 -0.007 -1.19
C 2.6493 -8.0957 0.0118 0.004 -0.089 -0.052 0.73
O 2.7223 -9.2369 -0.4019 0.015 -0.029 0.017 -0.63
N 1.8151 -7.1966 -0.5845 0.171 0.123 0.215 -0.12
C 1.5910 -5.8042 -0.2368 -0.004 -0.540 -0.483 -0.77
H 4.0692 -8.4368 1.5503 -0.016 -0.066 -0.048 0.29
H 4.1206 -6.7956 0.8945 -0.037 0.063 0.073 0.33
H 2.8090 -7.2798 1.9975 0.045 0.093 0.003 0.34
H 1.3058 -7.5828 -1.3623 -0.017 -0.009 -0.039 0.21
H 0.5449 -5.6580 0.0038 -0.075 0.113 0.112 0.29
H 1.8489 -5.1734 -1.0916 -0.001 0.159 0.124 0.24
H 2.1942 -5.5082 0.6138 0.013 -0.022 0.032 0.28
C 1.5590 -0.2697 8.2812 -0.010 -0.001 -0.004 -1.10
C 1.0148 -1.2248 9.3184 -0.047 0.012 0.117 0.77
O 0.3565 -0.8394 10.2668 -0.040 0.045 -0.022 -0.63
N 1.2873 -2.5486 9.1547 0.057 0.113 -0.203 -0.17
C 2.0496 -3.1876 8.0976 -0.194 -0.149 0.355 -0.80
H 1.2635 0.7401 8.5453 -0.053 -0.017 0.094 0.27
H 2.6477 -0.3182 8.2490 0.001 -0.018 -0.124 0.38
H 1.1544 -0.5086 7.2961 0.129 -0.007 -0.057 0.22
H 0.8971 -3.1292 9.8791 0.011 -0.034 0.034 0.22
H 1.4211 -3.9092 7.5720 0.080 0.004 -0.102 0.27
H 2.9014 -3.7190 8.5247 0.066 0.004 -0.118 0.29
H 2.4155 -2.4569 7.3852 0.000 0.046 0.003 0.31
```
Forces are in eV/Å.

Calculated values
Orbital gap: 7.51 eV
Highest occupied orbital energy: -10.96 eV
E_LUMO: -0.127 hartree
Charge: +1

***

(3)
This record from the Open Molecules 2025 dataset describes a gas-phase ion, C16H30NO2 (charge +1) in a non-equilibrium geometry. The level of theory is ωB97M-V/def2-TZVPD.

Geometry as XYZ:
```
49
Properties=species:S:1:pos:R:3:forces:R:3:mulliken_charge:R:1
C 3.4767 -0.3900 2.1215 -0.270 -0.665 0.724 -0.87
N 3.7237 0.6555 1.1095 -0.281 -0.049 -0.199 0.19
C 2.9221 0.3872 -0.0996 -0.804 -0.144 -0.705 -0.97
C 1.3948 0.4568 0.1267 0.574 0.037 0.261 0.67
O 0.8874 0.6683 1.1953 -0.185 0.053 0.083 -0.57
O 0.7825 0.2542 -1.0085 0.367 -0.118 -0.376 -0.19
C -0.6643 0.2714 -1.0057 -0.716 -0.097 -0.066 -0.46
C -1.1472 -0.3022 -2.3276 0.109 0.246 0.168 -0.69
C -2.6632 -0.1913 -2.5007 0.149 -0.268 0.167 -1.16
C -3.4783 -1.0423 -1.5098 -0.237 0.374 -0.307 0.80
C -4.6435 -1.7386 -2.2198 0.208 -0.324 0.257 -1.17
C -5.4331 -2.6129 -1.2499 -0.229 0.219 -0.135 -0.70
C -5.9640 -1.7822 -0.0868 0.208 -0.239 0.121 -0.68
C -4.8151 -1.0766 0.6251 -0.197 0.252 -0.067 -0.72
C -4.0358 -0.2043 -0.3559 0.181 -0.372 0.189 -0.92
C 5.1758 0.7181 0.7877 0.974 0.046 -0.145 -0.55
C 5.8175 1.4813 1.9471 0.025 -0.026 0.064 -0.63
C 4.6785 2.3353 2.5350 0.028 -0.029 0.008 -0.65
C 3.4540 2.0039 1.6823 -0.216 0.940 0.617 -0.55
H 4.0850 -0.2061 3.0019 0.087 0.075 -0.052 0.43
H 2.4268 -0.3788 2.4080 0.130 0.092 -0.086 0.30
H 3.7273 -1.3680 1.7148 0.086 0.078 -0.114 0.36
H 3.1670 1.1148 -0.8775 0.119 -0.045 0.157 0.38
H 3.1601 -0.6074 -0.4853 0.096 0.099 0.081 0.43
H -0.9911 1.3083 -0.8821 0.070 -0.093 0.044 0.32
H -1.0141 -0.3118 -0.1503 0.054 0.096 -0.068 0.38
H -0.6526 0.2416 -3.1346 0.057 -0.025 -0.031 0.41
H -0.8455 -1.3487 -2.3955 0.046 -0.040 -0.028 0.29
H -2.8931 -0.5130 -3.5175 -0.009 0.069 -0.041 0.40
H -2.9608 0.8554 -2.4180 -0.065 0.092 -0.072 0.45
H -2.8293 -1.8215 -1.0939 0.051 -0.067 0.044 0.25
H -4.2618 -2.3537 -3.0376 0.004 0.059 -0.098 0.43
H -5.3047 -0.9825 -2.6483 -0.026 0.084 -0.104 0.32
H -6.2618 -3.0891 -1.7763 0.023 -0.097 0.009 0.35
H -4.7846 -3.4036 -0.8648 0.013 -0.086 0.000 0.33
H -6.4998 -2.4232 0.6151 -0.086 0.042 -0.002 0.33
H -6.6675 -1.0374 -0.4644 -0.093 0.037 0.004 0.31
H -5.2024 -0.4600 1.4383 0.046 -0.040 0.075 0.33
H -4.1453 -1.8222 1.0611 0.037 -0.029 0.078 0.34
H -3.2292 0.3101 0.1708 0.033 0.129 0.005 0.32
H -4.7044 0.5572 -0.7634 0.011 0.115 -0.059 0.38
H 5.5820 -0.2836 0.6549 -0.180 -0.019 -0.067 0.43
H 5.2982 1.2719 -0.1444 -0.185 -0.060 0.017 0.39
H 6.6398 2.0955 1.5882 0.012 -0.072 -0.042 0.36
H 6.2250 0.8009 2.6928 0.009 -0.001 -0.033 0.32
H 4.9014 3.3981 2.4803 -0.067 0.001 0.014 0.37
H 4.5075 2.0952 3.5827 -0.022 0.016 -0.016 0.33
H 2.5210 1.9953 2.2430 0.076 -0.092 -0.191 0.37
H 3.3590 2.7092 0.8552 -0.011 -0.156 -0.083 0.45
```
Forces are in eV/Å.

Calculated values
Orbital gap: 9.80 eV
SMILES: C[N+]1(CC(=O)OCCCC2CCCCC2)CCCC1
Highest occupied orbital energy: -12.31 eV
E_LUMO: -0.092 hartree
Charge: +1
ΔE to the lowest compared entry with this formula, charge and spin: 0.2 kcal per mole

***

(4)
This record from the Open Molecules 2025 dataset describes C4H8OS in the gas phase in a non-equilibrium geometry. The level of theory is ωB97M-V/def2-TZVPD.

Geometry as XYZ:
```
14
Properties=species:S:1:pos:R:3:forces:R:3:mulliken_charge:R:1
C -1.5561 -1.4352 -0.1925 -0.258 -1.755 -0.444 -0.92
C -0.5473 -0.6026 -0.0022 -2.345 2.787 -0.407 0.68
C -0.7400 0.9278 -0.2230 -0.712 -2.067 -0.104 -0.75
S 0.1637 1.3347 -1.7043 0.367 -0.160 -0.625 -0.21
O 0.5749 -1.0494 0.4935 2.556 -1.023 0.635 -0.40
C 1.7656 -0.2933 0.7764 -0.633 -0.313 0.266 -0.62
H -1.2781 -2.5045 -0.1127 -0.576 0.620 0.181 0.24
H -2.5825 -1.1864 -0.4863 0.792 0.174 0.016 0.26
H -0.4088 1.3744 0.6723 0.730 1.054 0.852 0.39
H -1.8026 1.1664 -0.3451 0.269 -0.303 0.033 0.37
H 0.1706 2.6439 -1.5586 0.009 0.667 0.051 0.13
H 1.7632 0.0417 1.7998 -0.395 0.265 0.577 0.28
H 1.8752 0.5670 0.1404 0.221 0.095 -0.464 0.30
H 2.6024 -0.9845 0.7424 -0.025 -0.041 -0.567 0.24
```
Forces are in eV/Å.

Calculated values
Orbital gap: 9.28 eV
SMILES: C=C(CS)OC
Highest occupied orbital energy: -8.53 eV
E_LUMO: 0.028 hartree
Charge: 0
ΔE to the lowest compared entry with this formula, charge and spin: 38.9 kcal per mole

***

(5)
This record from the Open Molecules 2025 dataset describes C3H2N2O2 in the gas phase in a non-equilibrium geometry. The level of theory is ωB97M-V/def2-TZVPD.

Geometry as XYZ:
```
9
Properties=species:S:1:pos:R:3:forces:R:3:mulliken_charge:R:1
C 0.9293 0.7686 -0.2610 -1.059 0.213 0.382 0.09
N 0.7733 -0.3441 -0.8517 1.520 0.382 -1.254 -0.53
C -0.3870 -0.9410 -0.2940 0.374 2.263 2.565 0.84
N -0.9390 -0.0427 0.7833 -0.277 -0.224 -0.729 -0.52
C -0.1808 0.9631 0.7073 0.450 0.528 0.264 0.06
O -0.3967 -2.2567 -0.0350 1.985 -2.375 2.298 -0.30
O -1.2426 -1.6877 -0.9754 -2.699 0.720 -3.158 -0.30
H 1.6248 1.6183 -0.2970 0.469 -1.066 -0.910 0.31
H -0.1814 1.9223 1.2236 -0.761 -0.442 0.541 0.34
```
Forces are in eV/Å.

Calculated values
Orbital gap: 9.62 eV
SMILES: C1=NC2(N=C1)OO2
Highest occupied orbital energy: -10.58 eV
E_LUMO: -0.035 hartree
Charge: 0
ΔE to the lowest compared entry with this formula, charge and spin: 110.6 kcal per mole

***

(6)
This record from the Open Molecules 2025 dataset describes 3 unconnected molecules or ions with the total composition C5H15N2O in a non-equilibrium geometry. The level of theory is ωB97M-V/def2-TZVPD.

Geometry as XYZ:
```
23
Properties=species:S:1:pos:R:3:forces:R:3:mulliken_charge:R:1
C -1.1477 0.3753 1.0294 3.236 -2.405 1.249 0.09
C 0.2753 0.9956 0.6285 -0.711 0.400 -3.212 -0.78
C 1.6307 0.4287 1.1050 -1.150 1.443 -1.050 -0.17
C 2.4764 -0.4193 0.3036 -0.971 -2.166 -1.183 -0.29
N 1.3259 -1.6793 -0.1555 1.598 1.533 0.335 -0.28
C 0.7155 -1.4803 -1.4581 -0.069 0.241 0.007 -0.70
N -2.5095 2.4866 0.6212 -1.454 -2.019 -3.243 -0.51
H -1.5227 -0.2844 0.1533 -0.509 0.466 -0.324 0.15
H -1.1276 -0.1671 2.0217 -0.171 0.611 -1.036 0.31
H 0.1920 0.9763 -0.5419 0.510 -0.075 2.172 0.29
H 0.1697 2.0978 0.7684 0.550 -0.658 0.620 0.56
H 1.8539 0.9083 2.0790 0.428 -1.377 -0.125 0.37
H 2.5763 -0.1149 -0.8409 0.282 -0.376 2.641 0.35
H 0.6266 -1.2936 0.4573 -1.037 -1.234 0.590 0.33
H 0.2146 -0.5058 -1.4250 -0.239 -1.042 -0.401 0.31
H 1.3041 -1.4020 -2.3593 1.178 -0.574 0.142 0.34
H 0.0173 -2.3631 -1.5604 0.445 1.205 0.144 0.22
H -1.8768 1.2470 0.9835 -1.621 1.695 -0.212 0.09
H -3.5515 2.5206 0.6230 0.544 -1.091 0.464 0.25
H -2.4830 -0.8323 -2.0013 0.307 -0.063 0.413 0.22
H -2.3222 3.3442 1.0094 1.446 2.466 2.371 0.23
H 3.2250 -1.1544 0.7983 -0.620 2.306 -0.893 0.28
O -1.5890 -1.0034 -1.6344 -1.972 0.713 0.530 -0.64
```
Forces are in eV/Å.

Calculated values
Orbital gap: 4.30 eV
Highest occupied orbital energy: -12.50 eV
E_LUMO: -0.301 hartree
Charge: +1
ΔE to the lowest compared entry with this formula, charge and spin: 344.4 kcal per mole

***

Q: Look up the E_LUMO of the fourth one.
A: 0.028 hartree

***

Q: Look up the E_LUMO of the third one.
A: -0.092 hartree